1.
Entry from OMol25: C18H25N5O2S as an isolated structure (ωB97M-V/def2-TZVPD).

The geometry in XYZ format:
```
51
Properties=species:S:1:pos:R:3:forces:R:3:lowdin_charge:R:1
C 4.12398 0.30904 0.16335 -0.77 3.83 -6.47 -0.174
C 3.79212 -1.05471 -0.06624 1.66 -4.95 -0.64 -0.302
C 3.24523 -1.43136 -1.54578 8.35 -4.13 2.62 -0.222
C 2.06506 -0.80981 -1.91093 0.05 -0.92 -1.26 -0.358
C 1.01897 -1.08461 -1.07835 -7.30 -6.63 6.88 -0.134
C 0.64942 -2.78591 -1.04336 -1.47 -0.93 -2.71 -0.160
C -0.52474 -3.25145 -0.08462 -2.48 -4.29 -11.56 -0.059
C -1.96986 -2.68336 -0.93978 0.40 -9.40 4.00 -0.219
H -2.05400 -3.00282 -1.97904 0.31 -0.56 0.27 0.124
H -2.78974 -3.12861 -0.21102 1.26 -0.55 -1.80 0.150
O -2.27500 -1.45875 -0.90949 -0.22 8.05 -0.41 -0.032
C -2.37270 -0.81422 0.22696 -1.21 4.14 4.53 -0.421
O -2.39872 -1.22252 1.40894 0.68 -2.92 -1.98 0.025
C -2.52350 0.66945 0.36074 0.68 -0.34 -4.62 -0.005
C -2.57985 1.57086 -0.82158 -0.65 -7.58 7.15 -0.346
N -2.64198 2.77511 -0.48426 -1.14 11.61 -5.75 0.148
C -2.74218 3.50080 0.78571 2.62 -8.25 -10.13 -0.491
N -3.10712 4.59880 1.09887 -2.02 8.01 -6.54 0.020
N -3.31520 4.65851 2.27071 0.43 -2.78 10.29 0.019
N -2.92249 3.36277 2.87079 -0.90 2.22 -3.40 0.143
N -2.59645 2.68698 1.67644 -0.05 -4.56 10.87 0.024
C -2.20607 1.09738 1.80109 2.07 6.52 -7.85 -0.108
C -0.80321 1.15841 2.03569 2.89 -2.21 2.65 -0.420
C 0.19767 2.05179 1.93260 -6.84 9.92 -5.12 -0.289
C 1.45228 1.83712 1.90657 8.49 -4.66 5.43 -0.150
C 1.47800 0.57299 2.66155 4.99 2.70 -2.51 -0.514
S 0.10930 -0.09229 2.77077 -6.38 -4.19 0.74 1.139
H 2.26164 -0.08487 2.89735 1.46 -0.23 0.46 0.049
H 2.45152 2.32812 2.19233 -2.09 0.39 -1.56 0.151
H -0.00704 3.19841 1.53498 -0.36 -2.66 0.97 0.178
H -2.81371 0.70592 2.41319 -4.25 -2.62 4.96 0.076
H -2.83517 3.51733 -1.47806 0.74 -2.60 4.15 0.274
C -2.84005 1.00110 -2.11689 1.34 -2.08 -2.45 -0.018
H -3.10454 1.85191 -2.71332 -0.72 0.13 -0.96 0.056
H -1.75228 0.73104 -2.50471 -2.31 -0.04 0.41 0.139
H -3.60526 0.03982 -2.21007 2.23 2.92 0.45 0.174
H -0.52510 -2.65628 0.61080 -0.13 5.21 8.49 -0.048
H -0.74173 -4.40967 0.02732 0.93 2.68 0.07 0.156
H 0.35783 -3.09652 -2.16637 0.60 0.59 2.21 0.129
H 1.39370 -3.52706 -0.77552 1.25 0.76 -0.13 0.070
H -0.01692 -0.69890 -1.19492 1.02 0.38 -0.48 0.100
H 1.06983 -1.24964 0.11078 0.98 2.04 -2.29 0.139
H 2.26474 0.14948 -1.88028 0.77 5.27 -0.46 0.081
H 1.98931 -1.13861 -2.87575 -1.42 -0.34 -2.96 0.118
H 3.38681 -2.65478 -1.73613 -0.92 3.20 0.67 0.170
H 4.10945 -1.02421 -2.17086 -1.02 -0.51 0.42 0.126
H 4.81843 -1.63892 0.19535 -2.32 0.68 -1.02 0.152
H 3.15340 -1.34647 0.76163 -0.55 -0.53 -0.15 0.077
H 3.19943 0.93167 -0.12363 1.30 -0.26 1.69 0.095
H 4.63936 0.35162 1.03420 0.98 1.30 2.90 0.039
H 4.83715 0.68992 -0.72779 -0.99 -0.80 1.98 0.128
```
Forces are in eV/Å.

- HOMO-LUMO gap (eV) = 8.24
- max |F| (eV/A) = 13.3
- LUMO level (eV) = 0.2
- charge = 0
- relative energy (zero: lowest compared OMol25 entry of this formula, charge and spin) (kJ/mol) = 1874.0
- 2S+1 = 1



2.
Entry from OMol25: a 4-piece molecular cluster, C44H43Cl2F10N4O11PS3 overall (ωB97M-V/def2-TZVPD).

The geometry in XYZ format:
```
118
Properties=species:S:1:pos:R:3:forces:R:3:lowdin_charge:R:1
C -1.24526 -3.73606 -7.12963 0.52 0.01 0.23 -0.134
C -0.95696 -2.30505 -6.38243 -0.59 1.16 -0.71 -0.277
C -1.33936 -2.31935 -4.75649 1.81 -1.00 -0.04 -0.599
Cl -3.13801 -1.85187 -4.47332 1.78 -0.44 -0.18 0.496
C -0.29730 -1.43668 -3.84089 2.64 2.40 2.29 -0.077
C 0.68411 -2.14928 -2.69543 0.22 2.20 -0.50 0.018
F 0.55884 -3.61981 -2.51965 0.42 4.69 -0.48 -0.064
C 1.77537 -1.29799 -1.78729 -1.49 0.21 -1.46 0.046
C 1.97210 0.35257 -1.96572 -2.53 -2.36 -2.07 0.027
C 1.00691 1.07275 -3.07770 0.28 -1.92 0.46 -0.049
C 1.10721 2.68270 -3.37017 -0.86 -0.28 -1.31 -0.175
C -0.30564 3.49682 -3.00208 0.76 1.39 -0.86 -0.183
C -0.19696 4.35317 -1.59263 -0.12 -0.62 -0.87 -0.216
N -1.39934 3.93270 -0.75200 1.43 1.35 0.71 -0.113
C -2.43191 5.03432 -0.64357 -1.43 0.25 1.59 -0.206
C -3.97186 4.41544 -0.62418 -3.31 -1.23 0.50 -0.067
C -4.75704 3.87107 -1.96778 -2.09 -0.39 4.10 -0.019
C -6.28172 3.22600 -1.83864 1.57 1.43 2.99 -0.080
C -7.07721 3.14215 -0.39291 4.01 1.73 0.33 -0.077
C -6.31930 3.68520 0.95734 1.93 0.11 -4.05 -0.030
C -4.78640 4.32131 0.81827 -1.96 -1.09 -1.73 -0.118
O -4.18443 4.81131 2.09821 -2.59 -0.74 -2.47 -0.102
C -0.09626 0.21633 -3.99803 1.18 -3.02 2.79 -0.357
S -1.18549 1.02366 -5.32565 0.39 -0.33 1.32 0.664
C 3.11695 1.08503 -1.04251 2.59 2.99 -0.68 -0.161
O 3.86586 2.13467 -1.39149 -5.00 -6.48 2.07 -0.061
C 3.38344 0.39234 0.45640 0.48 -2.64 3.35 0.010
C 3.16310 -1.25274 0.64933 0.32 0.69 1.09 0.036
C 3.39319 -2.05262 2.06420 1.26 3.87 0.62 -0.139
N 3.20268 -3.55633 2.24027 -5.19 2.81 5.45 0.047
C 2.24741 -3.63470 3.25888 0.09 -1.46 -3.38 -0.547
S 0.81201 -4.02468 4.13560 5.09 1.45 -2.74 0.636
C 3.90738 -1.22524 3.40150 -0.76 2.60 -4.50 0.056
C 4.17432 0.41599 3.22488 -0.97 -2.35 -1.46 -0.095
C 4.73452 1.17968 4.58810 0.45 -0.02 0.01 -0.264
C 3.56507 1.92404 5.46322 -0.49 1.49 -0.79 -0.463
S 3.90378 1.51347 7.29767 -0.90 0.64 0.87 0.825
C 2.46004 2.11800 8.32887 -4.13 -0.08 -2.13 -0.464
N 1.12644 1.93943 7.63339 4.20 1.86 5.79 -0.039
N 0.17785 2.39056 8.54049 4.67 1.79 4.61 -0.035
C 0.91208 2.87528 9.80684 -0.77 -1.73 -4.29 -0.037
O 2.39509 2.72769 9.67863 -4.30 -1.72 -4.35 -0.078
C 3.89329 1.21140 1.78146 -0.67 -3.95 -1.01 -0.263
P 4.19442 3.09752 1.76839 -0.98 0.48 0.75 0.649
O 2.80220 3.80330 0.97256 2.23 0.47 1.02 -0.406
Cl 6.00618 3.52814 0.66114 -1.32 -0.77 0.89 0.213
C 2.67901 -2.15242 -0.67498 1.42 -3.99 -0.62 -0.175
O 3.02827 -3.44515 -0.84183 -2.42 8.42 1.17 -0.024
H -1.62521 -3.61134 -8.24121 0.82 -0.02 2.38 0.086
H -2.08703 -4.29060 -6.52945 1.76 0.81 -1.22 0.074
H -0.22253 -4.34413 -7.17669 -2.46 1.04 0.26 0.091
H 0.15617 -1.90831 -6.53294 -2.37 -1.09 0.50 0.126
H -1.64117 -1.49964 -6.92654 1.46 -1.62 1.47 0.089
H -1.23187 -3.44499 -4.38661 -0.32 2.57 -0.65 0.112
H 2.04362 3.21638 -2.91466 -1.83 -1.40 -0.57 0.103
H 1.21173 2.79884 -4.55375 -0.09 -0.47 2.57 0.116
H -0.42715 4.31418 -3.86085 0.23 -1.87 1.62 0.113
H -1.25532 2.81527 -3.05868 2.03 1.28 0.48 0.084
H 0.83859 4.09380 -1.11233 -2.07 0.42 -0.54 0.103
H -0.21782 5.52112 -1.77934 0.13 -2.38 0.19 0.118
H -1.00919 3.67114 0.20284 -1.13 0.66 -1.55 0.120
H -2.36179 5.85901 -1.47769 0.00 -1.93 1.44 0.126
H -2.29982 5.58413 0.40782 -0.50 -0.97 -2.31 0.125
H -4.22595 3.93452 -3.01309 -1.19 -0.16 2.35 0.086
H -6.83275 2.85149 -2.80717 1.29 0.86 2.19 0.074
H -8.17982 2.71061 -0.26033 2.78 1.01 -0.58 0.090
H -6.82420 3.62126 2.02540 1.17 0.16 -2.52 0.090
H -4.97754 5.01176 2.68983 1.54 -0.46 -1.22 0.104
H -2.54957 1.03725 -4.89510 1.95 -0.40 0.20 -0.092
H 4.07213 -1.79277 4.41994 -0.29 1.36 -2.32 0.114
H 5.55626 1.98009 4.29030 -1.87 -1.71 0.52 0.114
H 5.28569 0.42905 5.33500 -1.23 1.21 -2.02 0.102
H 2.46146 1.63066 5.13922 2.52 0.63 0.82 0.106
H 3.76548 3.09405 5.38247 -0.85 -2.58 0.00 0.093
H 0.40400 3.30652 10.77955 1.53 -1.06 -2.27 0.139
H 2.82869 4.78340 1.25747 -0.01 -2.22 -0.60 0.075
C -3.11152 -6.94935 -2.87506 0.05 0.34 -0.11 -0.062
C -4.30501 -7.77749 -3.31281 0.67 -0.42 0.30 -0.211
O -5.37705 -6.92393 -3.74131 -0.57 0.75 -1.80 0.010
C -5.31941 -6.48659 -5.03986 2.62 -1.87 0.36 -0.323
O -4.42033 -6.78202 -5.82197 -2.35 1.02 1.45 0.138
C -6.54111 -5.63058 -5.37290 -1.99 1.70 -0.61 -0.471
F -6.85219 -4.74515 -4.38246 0.62 -0.94 -0.65 0.139
F -7.65892 -6.38732 -5.56930 1.19 0.21 0.24 0.143
F -6.38017 -4.88864 -6.50486 0.32 -1.00 1.09 0.140
H -3.40508 -6.22755 -2.10586 0.02 -0.20 -0.02 0.085
H -2.32075 -7.59051 -2.47558 -0.13 0.05 -0.06 0.085
H -2.70312 -6.37446 -3.71205 -0.01 -0.18 0.05 0.071
H -4.67996 -8.35805 -2.46347 -0.25 0.28 -0.21 0.127
H -4.03326 -8.49366 -4.09659 -0.15 0.32 -0.03 0.126
C -0.95380 -3.62598 8.89074 -0.35 0.02 0.10 -0.060
C -0.39721 -4.86940 8.22293 0.39 0.73 -0.13 -0.213
O -1.13273 -6.03147 8.63530 -1.57 -0.98 -0.74 0.010
C -2.29011 -6.29020 7.94657 1.17 2.67 -1.42 -0.322
O -2.70937 -5.59313 7.02700 0.57 -1.99 2.12 0.143
C -2.94216 -7.57538 8.45587 -1.36 -2.13 0.94 -0.470
F -2.93994 -7.66579 9.81732 0.20 0.47 -1.18 0.140
F -2.30108 -8.69028 8.00117 -0.21 1.21 0.12 0.143
F -4.24380 -7.70168 8.07186 1.41 0.59 0.12 0.142
H -0.96920 -3.74748 9.97879 0.15 0.01 -0.15 0.084
H -0.35011 -2.74896 8.64095 -0.05 -0.14 0.01 0.084
H -1.98532 -3.43873 8.57652 0.18 0.00 -0.07 0.080
H 0.64070 -5.02110 8.53716 -0.30 -0.30 0.05 0.128
H -0.39154 -4.77264 7.13130 -0.22 -0.15 0.21 0.099
C 5.55969 4.35599 -2.33776 -0.13 0.26 -0.34 -0.118
C 6.45994 4.50059 -3.55041 0.26 -0.39 0.80 -0.200
O 5.75761 5.14977 -4.62127 -0.21 2.06 -0.74 0.010
C 5.73646 6.52061 -4.58687 1.75 -0.98 2.63 -0.326
O 6.27169 7.19125 -3.70876 -1.45 -1.07 -2.33 0.141
C 5.00009 7.07702 -5.80522 -1.36 1.06 -1.93 -0.471
F 3.85020 6.39745 -6.08389 1.04 0.33 0.57 0.136
F 5.76039 7.01475 -6.93606 -0.27 -0.14 1.18 0.142
F 4.64005 8.38356 -5.66026 0.60 -1.33 0.31 0.139
H 4.63318 3.83771 -2.60572 0.34 0.02 0.02 0.056
H 6.06342 3.79418 -1.54617 -0.20 0.18 -0.67 -0.041
H 5.27367 5.33505 -1.94094 0.20 -0.05 0.02 0.082
H 6.74823 3.50862 -3.91358 -0.22 0.27 -0.25 0.128
H 7.38512 5.03410 -3.30451 -0.28 0.13 -0.17 0.126
```
Forces are in eV/Å.

- HOMO-LUMO gap (eV) = 5.74
- max |F| (eV/A) = 8.8
- LUMO level (eV) = -2.4
- charge = 0
- 2S+1 = 1



3.
Entry from OMol25: C46H54GeN3OPRhTe as an isolated structure (ωB97M-V/def2-TZVPD).

The geometry in XYZ format:
```
108
Properties=species:S:1:pos:R:3:forces:R:3:mulliken_spin:R:1
Rh -0.40820 0.19660 -0.18130 2.69 -2.13 2.61 -0.299
O 3.66060 -0.47650 -1.17310 -0.38 -0.30 -0.13 0.048
C 2.44160 -0.50190 -1.13660 0.68 0.43 -0.18 0.043
N 1.70120 -0.54530 -0.00620 -1.91 0.78 -0.33 0.049
C 2.43240 -0.41340 1.22010 0.33 0.39 0.22 0.040
C 1.47570 -0.24460 2.35620 0.61 -0.14 -0.10 -0.008
C 1.92250 -0.23500 3.67300 -0.26 -0.01 0.01 0.002
C 1.01120 -0.03340 4.69260 -0.03 -0.01 -0.21 0.000
C -0.32710 0.13400 4.35980 0.01 -0.09 -0.14 0.005
C -0.68950 0.09800 3.02900 -0.46 0.06 0.55 -0.013
N 0.18990 -0.08060 2.04790 -0.86 0.79 -1.48 0.034
C 1.59910 -0.44690 -2.37370 0.55 0.29 -0.39 0.055
C 2.19470 -0.17540 -3.59650 -0.13 -0.19 0.23 0.012
C 1.40360 -0.18420 -4.73430 -0.14 -0.01 0.16 0.001
C 0.06600 -0.53300 -4.60280 0.06 -0.12 0.09 0.002
C -0.44970 -0.76470 -3.33820 -0.02 -0.02 -0.45 -0.001
N 0.28550 -0.66390 -2.22970 -0.75 0.59 -0.06 0.042
H 3.08660 0.47300 1.16610 0.00 -0.17 0.05 0.011
H 3.10070 -1.27170 1.37990 -0.06 0.18 0.04 0.000
H 2.97170 -0.37010 3.88510 0.11 -0.02 -0.04 0.000
H 1.32970 -0.00870 5.72330 0.04 0.01 0.08 0.000
H -1.07300 0.28620 5.11920 -0.17 0.03 0.11 0.000
H -1.71790 0.20070 2.71720 0.06 0.07 0.12 0.009
H 3.25340 0.03680 -3.61840 0.05 -0.03 0.00 0.000
H 1.82420 0.05840 -5.69820 0.02 -0.03 -0.09 0.000
H -0.57730 -0.62880 -5.46220 -0.07 0.03 -0.10 0.000
H -1.48050 -1.05980 -3.21550 -0.10 0.17 0.06 -0.004
C -2.85060 1.13810 -2.45230 0.23 -0.19 0.11 0.002
C -3.61660 0.03290 -1.72240 0.38 0.16 0.04 -0.007
C -5.11270 0.29620 -1.90370 0.04 -0.29 0.16 -0.001
P -2.89220 -0.18580 0.01080 -0.91 0.33 -0.90 -0.038
C -3.21840 -2.01460 0.31000 0.58 0.23 0.13 0.050
C -2.45150 -2.52030 1.53210 0.13 0.07 -0.21 0.012
C -4.68660 -2.41590 0.38810 0.09 0.15 -0.20 0.000
C -4.16130 0.75150 1.03060 0.50 0.07 0.06 -0.001
C -3.93590 2.24280 0.79480 -0.06 -0.07 -0.17 -0.003
C -4.21750 0.49390 2.53350 -0.02 -0.17 -0.08 0.000
H -2.93630 1.02420 -3.53140 -0.01 -0.01 -0.11 0.000
H -1.78930 1.13220 -2.17850 -0.25 0.15 -0.25 -0.001
H -3.24780 2.11720 -2.19900 0.05 0.13 0.04 0.001
H -3.38600 -0.92880 -2.19940 0.00 -0.01 0.07 -0.002
H -5.38750 1.29610 -1.57950 -0.02 0.09 0.06 0.000
H -5.75240 -0.42290 -1.40030 -0.07 -0.01 0.05 0.000
H -5.33490 0.22980 -2.96800 -0.03 0.04 -0.06 0.000
H -2.76800 -2.49380 -0.57410 -0.07 0.11 0.04 0.003
H -2.84090 -2.10550 2.45770 0.04 0.02 0.10 0.002
H -1.39170 -2.25770 1.44680 -0.02 -0.06 0.19 0.033
H -2.54290 -3.60290 1.60060 0.02 -0.09 0.04 -0.006
H -5.20240 -1.90550 1.19700 -0.08 0.03 0.08 0.000
H -4.75100 -3.48700 0.57270 -0.01 -0.07 0.04 0.000
H -5.20470 -2.21490 -0.54380 -0.12 0.01 -0.04 0.000
H -5.12000 0.44750 0.60110 0.15 -0.04 -0.06 0.000
H -2.90370 2.50370 1.03410 0.01 0.10 0.05 0.003
H -4.59820 2.82640 1.43160 -0.04 0.05 0.06 0.000
H -4.12430 2.53220 -0.23460 0.04 0.08 -0.10 0.000
H -3.45240 1.06090 3.05760 0.06 0.05 0.10 0.000
H -4.13040 -0.55590 2.79670 -0.03 -0.08 0.09 0.000
H -5.18000 0.84210 2.90480 -0.03 0.04 0.05 0.000
C -0.19300 3.59550 1.79070 -0.19 -1.23 -0.17 0.007
Ge 0.12560 2.70160 -0.00110 0.16 3.26 -1.02 0.006
C -0.90380 3.68820 -1.47320 0.08 -1.60 1.34 0.010
C -2.01860 4.44480 -1.15790 -0.19 -0.05 -0.17 0.002
C -2.79080 4.97940 -2.17680 -0.08 0.32 0.21 -0.001
C -2.43450 4.77450 -3.49830 -0.07 0.03 -0.11 0.005
C -1.30980 4.02810 -3.80870 0.21 0.01 -0.07 0.000
C -0.54180 3.48160 -2.79470 -0.02 -0.08 -0.07 0.007
C 1.91460 3.58190 -0.54480 -0.39 -2.40 0.02 0.016
C 2.88650 2.66560 -0.87140 -0.30 0.18 0.58 -0.003
C 4.23200 3.01630 -0.98660 0.54 0.47 -0.40 0.001
C 4.58650 4.33900 -0.90730 0.09 -0.57 -0.07 -0.003
C 3.60910 5.33230 -0.69550 -0.46 -0.15 -0.02 0.005
C 3.95770 6.69730 -0.67370 -0.22 0.42 0.07 -0.003
C 2.99960 7.67360 -0.54840 0.63 -0.32 0.04 0.002
C 1.65710 7.31260 -0.41510 -0.46 -0.48 -0.04 -0.003
C 1.28650 5.98820 -0.40790 -0.18 0.46 0.14 0.006
C 2.23670 4.95790 -0.52700 0.31 0.37 0.10 -0.001
H -0.36360 4.66140 1.67670 0.01 0.08 -0.42 0.001
H 0.69340 3.46570 2.40680 0.16 -0.07 -0.06 -0.001
H -1.03220 3.16780 2.33200 -0.15 -0.02 0.08 0.000
H -2.28600 4.62470 -0.12680 -0.12 -0.03 0.13 0.000
H -3.66480 5.56540 -1.92760 -0.03 0.08 -0.06 0.000
H -3.02550 5.21010 -4.28780 -0.11 0.02 -0.11 0.000
H -1.02420 3.87270 -4.83810 0.00 0.03 -0.13 0.000
H 0.33140 2.88590 -3.03560 0.08 0.00 -0.02 0.000
H 2.60990 1.63430 -0.99200 0.08 0.01 0.18 -0.004
H 4.96600 2.23890 -1.14640 0.11 0.04 -0.13 0.000
H 5.61300 4.63990 -1.06550 0.09 0.03 0.17 0.000
H 5.00410 6.96060 -0.74260 0.05 0.04 -0.13 0.000
H 3.28110 8.71400 -0.55460 0.05 0.12 0.03 0.000
H 0.90560 8.08230 -0.32680 -0.10 0.05 -0.03 0.000
H 0.24140 5.71910 -0.36900 -0.06 0.11 0.13 -0.001
C 1.42910 -3.74530 1.56610 0.05 0.31 0.13 0.030
Te 0.86950 -3.05150 -0.41650 0.06 -1.55 0.54 0.737
C -0.23650 -4.95590 -0.34190 -0.28 0.24 -0.16 0.072
C 0.69870 -5.82970 0.42360 0.46 0.00 0.35 0.002
C 0.78230 -7.20070 0.21160 -0.11 0.09 -0.01 0.018
C 1.58920 -7.98040 1.02110 0.07 0.04 0.06 -0.001
C 2.34760 -7.39250 2.02380 -0.10 0.09 -0.07 0.020
C 2.30460 -6.01890 2.21210 0.12 -0.08 0.03 -0.011
C 1.48590 -5.23580 1.41800 -0.20 -0.22 -0.48 0.049
H 0.68510 -3.43830 2.30550 -0.07 0.21 -0.18 -0.008
H 2.39780 -3.34240 1.85140 -0.02 0.12 -0.08 -0.018
H -0.43430 -5.33420 -1.34280 0.02 0.19 -0.09 -0.003
H -1.18180 -4.83990 0.18590 -0.05 0.23 -0.04 -0.010
H 0.19830 -7.65830 -0.57180 -0.08 -0.07 -0.10 0.000
H 1.63350 -9.04700 0.86840 0.01 -0.10 -0.04 0.000
H 2.98370 -8.00070 2.64590 0.08 -0.06 0.08 0.001
H 2.91770 -5.56080 2.97330 0.08 0.05 0.09 0.000
```
Forces are in eV/Å.

- HOMO-LUMO gap (spin up / spin down) (eV) = 4.97 / 3.49
- max |F| (eV/A) = 4.3
- LUMO level (spin up / spin down) (eV) = -6.8 / -8.3
- charge = +2
- 2S+1 = 2